# 1
{"formula": "C20H35N3O3", "method": "wB97M-V/def2-TZVPD", "elements": ["C", "N", "C", "O", "C", "H", "H", "C", "N", "C", "H", "H", "C", "N", "C", "O", "H", "H", "H", "C", "H", "C", "C", "C", "C", "C", "C", "H", "H", "H", "H", "H", "H", "H", "H", "H", "H", "H", "H", "H", "C", "H", "H", "C", "C", "H", "C", "O", "C", "C", "H", "H", "H", "H", "H", "H", "H", "H", "H", "H", "H"], "xyz": [[-1.232, 3.086, -2.314], [-0.176, 2.105, -2.350], [-0.393, 0.768, -2.309], [0.528, -0.023, -2.402], [-1.838, 0.329, -2.149], [-2.323, 0.423, -3.124], [-2.358, 0.972, -1.438], [-1.951, -1.150, -1.704], [-1.875, -1.378, -0.276], [-3.123, -1.104, 0.396], [-3.533, -0.105, 0.159], [-2.976, -1.163, 1.474], [-4.112, -2.176, -0.047], [-4.182, -2.164, -1.487], [-3.226, -1.714, -2.323], [-3.395, -1.721, -3.527], [-4.988, -2.581, -1.932], [-3.767, -3.154, 0.311], [-5.108, -1.983, 0.362], [-0.688, -0.853, 0.369], [0.123, -0.889, -0.358], [-0.273, -1.696, 1.580], [-0.012, -3.141, 1.162], [0.416, -3.983, 2.359], [1.668, -3.394, 3.003], [1.419, -1.948, 3.423], [0.983, -1.109, 2.225], [1.786, -1.087, 1.485], [0.791, -0.081, 2.544], [2.327, -1.525, 3.860], [0.638, -1.922, 4.186], [1.958, -3.988, 3.872], [2.490, -3.425, 2.285], [0.610, -5.010, 2.042], [-0.392, -4.008, 3.096], [-0.913, -3.553, 0.707], [0.777, -3.154, 0.407], [-1.076, -1.689, 2.326], [-0.820, 0.198, 0.682], [-1.111, -1.682, -2.171], [1.207, 2.547, -2.408], [1.233, 3.589, -2.730], [1.725, 1.933, -3.151], [1.929, 2.386, -1.063], [1.252, 3.172, 0.061], [0.242, 2.803, 0.238], [2.068, 3.026, 1.347], [3.395, 3.464, 1.183], [4.066, 2.726, 0.189], [3.382, 2.852, -1.174], [3.921, 2.254, -1.909], [3.408, 3.898, -1.488], [5.081, 3.127, 0.155], [4.111, 1.664, 0.479], [1.649, 3.639, 2.148], [2.060, 1.970, 1.664], [1.199, 4.230, -0.209], [1.917, 1.322, -0.806], [-0.826, 4.057, -2.589], [-2.019, 2.833, -3.026], [-1.677, 3.177, -1.318]], "mulliken_charge": [-1.0290, 0.3398, 0.5902, -0.7040, -1.1813, 0.5699, 0.3429, 0.2416, 0.8366, -0.6121, 0.3333, 0.3864, -0.7873, -0.1199, -0.2172, -0.7003, 0.2686, 0.2610, 0.4455, -1.8174, 0.5854, 0.8454, -0.7976, -0.7959, -0.6866, -0.9921, -0.8305, 0.3077, 0.3652, 0.3774, 0.3845, 0.3692, 0.3177, 0.3669, 0.3181, 0.2497, 0.2751, 0.4473, 0.0258, 0.5304, -1.9335, 0.5375, 0.2970, 1.3340, -0.4201, 0.1325, -0.5415, -0.4490, -0.5134, -0.8360, 0.3801, 0.3302, 0.3626, 0.3063, 0.3583, 0.2880, 0.2719, -0.0615, 0.3085, 0.4244, 0.3134], "gap_ev": 9.20, "homo_ha": -0.3143, "e_tot_ev": -31922.1520, "smiles": "CN(CC1CCOCC1)C(=O)C[C@@H]1C(=O)NCCN1CC1CCCCC1"}



# 2
{"formula": "C20H36As2N4O8Tl", "method": "wB97M-V/def2-TZVPD", "elements": ["Tl", "N", "C", "C", "N", "C", "C", "N", "C", "C", "N", "H", "H", "H", "H", "H", "H", "H", "H", "H", "H", "H", "H", "H", "H", "H", "H", "H", "H", "C", "O", "C", "O", "C", "C", "As", "C", "C", "C", "As", "C", "C", "O", "O", "C", "C", "O", "O", "C", "C", "O", "O", "C", "H", "H", "H", "H", "H", "H", "H", "H", "H", "H", "H", "H", "H", "H", "H", "H", "H", "H"], "xyz": [[0.084, 0.113, -1.073], [-2.332, -0.103, -0.573], [-2.720, -1.496, -0.307], [-1.918, -2.031, 0.866], [-0.499, -2.263, 0.543], [-0.374, -3.561, -0.139], [0.964, -3.839, -0.803], [1.230, -2.883, -1.884], [0.352, -2.210, 1.741], [1.635, -1.422, 1.536], [1.313, -0.007, 1.297], [-2.544, 0.479, 0.230], [-2.865, 0.272, -1.349], [-2.511, -2.074, -1.209], [-3.783, -1.607, -0.081], [-2.390, -2.945, 1.250], [-1.970, -1.284, 1.661], [-1.146, -3.615, -0.910], [-0.574, -4.375, 0.572], [0.937, -4.875, -1.155], [1.778, -3.776, -0.082], [0.598, -3.057, -2.658], [2.167, -3.010, -2.247], [0.592, -3.220, 2.094], [-0.192, -1.717, 2.550], [2.192, -1.792, 0.675], [2.260, -1.562, 2.423], [2.160, 0.544, 1.187], [0.823, 0.384, 2.098], [0.077, 1.823, 5.143], [0.090, 2.093, 3.731], [0.986, 3.026, 3.341], [1.761, 3.525, 4.109], [0.944, 3.195, 1.851], [1.943, 3.856, 1.223], [2.070, 5.680, 2.004], [3.462, 6.550, 0.945], [0.455, 5.993, 0.831], [-0.538, 5.170, 0.511], [-0.722, 3.177, 0.841], [-2.024, 3.469, 2.283], [-1.853, 5.667, -0.005], [-2.494, 6.517, 0.539], [-2.365, 5.023, -1.088], [-1.499, 4.503, -2.104], [0.393, 7.498, 0.719], [0.604, 8.133, 1.720], [0.223, 8.119, -0.444], [0.081, 7.395, -1.670], [2.211, 3.654, -0.228], [2.286, 4.491, -1.091], [2.525, 2.362, -0.479], [3.053, 2.133, -1.796], [-0.748, 1.137, 5.310], [-0.073, 2.741, 5.705], [1.019, 1.374, 5.453], [4.411, 6.313, 1.426], [3.306, 7.626, 1.019], [3.483, 6.246, -0.095], [-1.619, 4.161, 3.019], [-2.297, 2.535, 2.765], [-2.911, 3.918, 1.836], [-1.645, 5.093, -3.007], [-1.777, 3.470, -2.297], [-0.448, 4.549, -1.814], [0.352, 8.093, -2.456], [-0.955, 7.093, -1.814], [0.740, 6.530, -1.704], [3.404, 1.105, -1.803], [3.874, 2.815, -1.998], [2.284, 2.279, -2.553]], "mulliken_charge": [0.9425, -0.4318, -0.7812, -0.7686, 0.6391, -0.9980, -0.9214, -0.4080, -1.1510, -0.8243, -0.1154, 0.1342, 0.2910, 0.3618, 0.4657, 0.3162, 0.4603, 0.4156, 0.3795, 0.4684, 0.3484, 0.2065, 0.2388, 0.2701, 0.6548, 0.4387, 0.4965, 0.2120, -0.0925, -0.8523, -0.1507, 0.5023, -0.5600, 0.6909, -0.2358, 0.2620, -1.1358, 0.4336, 0.2583, 0.8364, -1.5693, -0.3791, -0.5012, -0.3932, -0.3847, -0.0160, -0.5667, -0.3791, -0.3946, 0.2123, -0.6068, -0.2165, -0.9044, 0.2339, 0.3376, 0.3164, 0.4442, 0.3723, 0.3401, 0.4772, 0.3670, 0.5484, 0.3230, 0.2137, 0.1438, 0.4029, 0.1938, 0.1201, 0.2343, 0.3870, 0.3471], "gap_ev": 7.81, "homo_ha": -0.4124, "e_tot_ev": -170027.0605, "charge": 1}